1.
DFT (ωB97M-V with the def2-TZVPD basis set) results for a 2-piece molecular cluster, C27H27BNO overall in a non-equilibrium geometry.

Energy relative to the best compared isomer or geometry (same formula, charge and spin) in kJ/mol: 5.4
LUMO energy in eV: -5.71
E_tot in Ha: -1199.64724
Net charge: +1

Last column: Mulliken charge in e.
Atoms and positions in Å:
C -6.601 -12.521 7.356  -1.600
C -6.424 -12.300 5.898  1.135
N -5.806 -11.184 5.427  -0.136
B -5.319 -10.188 6.452  0.276
H -4.801 -9.252 5.968  -0.284
C -5.636 -10.972 4.093  1.071
C -4.959 -9.752 3.580  -1.459
C -6.104 -11.916 3.201  -0.569
C -6.733 -13.053 3.651  -0.559
C -6.890 -13.241 5.004  -0.775
H -7.113 -13.464 7.553  0.388
H -5.641 -12.560 7.870  0.348
H -7.198 -11.728 7.807  0.351
H -6.217 -9.787 7.099  -0.125
H -4.530 -10.685 7.170  -0.135
H -4.915 -9.754 2.490  0.337
H -5.492 -8.849 3.879  0.203
H -3.934 -9.684 3.943  0.421
H -5.973 -11.754 2.147  0.369
H -7.099 -13.789 2.954  0.427
H -7.378 -14.124 5.377  0.369
C -6.211 -1.074 6.178  -0.828
O -6.788 -2.255 5.672  -0.415
C -5.865 -3.226 5.355  0.882
C -6.302 -4.379 4.670  -0.868
C -5.420 -5.327 4.237  -0.041
C -4.033 -5.178 4.450  0.685
C -3.020 -5.993 3.817  -0.015
C -1.643 -6.074 4.244  0.066
C -0.843 -6.564 3.186  0.102
C 0.535 -6.693 3.337  -0.397
C 1.104 -6.358 4.548  -0.668
C 0.322 -5.888 5.602  -0.925
C -1.039 -5.750 5.468  -0.217
C -1.728 -6.852 2.078  -0.048
C -3.048 -6.534 2.480  1.001
C -4.096 -6.670 1.561  0.075
C -3.823 -7.147 0.302  -1.077
C -2.522 -7.478 -0.079  -0.688
C -1.468 -7.318 0.793  -0.467
C -3.616 -4.060 5.201  -1.127
C -4.491 -3.116 5.642  -0.760
H -7.004 -0.353 6.372  0.254
H -5.684 -1.273 7.115  0.327
H -5.525 -0.656 5.439  0.386
H -7.351 -4.466 4.455  0.486
H -5.786 -6.198 3.726  0.149
H 1.143 -7.044 2.522  0.488
H 2.164 -6.489 4.698  0.427
H 0.790 -5.625 6.538  0.434
H -1.639 -5.425 6.298  0.813
H -5.092 -6.372 1.830  0.404
H -4.628 -7.248 -0.407  0.462
H -2.347 -7.862 -1.070  0.433
H -0.460 -7.525 0.483  0.507
H -2.564 -3.893 5.328  0.698
H -4.123 -2.261 6.180  0.409

2.
DFT (ωB97M-V with the def2-TZVPD basis set) results for C27H27BaN2OS4 as an isolated structure.

Energy relative to the best compared isomer or geometry (same formula, charge and spin) in kJ/mol: 47.4
LUMO energy in eV: 1.76
E_tot in Ha: -2848.16709
Net charge: -1

Last column: Mulliken charge in e.
Atoms and positions in Å:
Ba 1.697 -0.418 -0.611  1.579
C -0.648 2.527 -3.300  -2.343
C -0.974 2.167 -1.867  0.722
C -1.829 1.098 -1.585  1.927
C -2.298 0.178 -2.690  -2.551
C -2.217 0.844 -0.264  0.304
C -3.196 -0.276 0.013  -2.168
C -1.700 1.617 0.781  1.672
C -2.093 1.334 2.214  -2.197
C -0.801 2.654 0.499  0.375
C -0.237 3.507 1.615  -2.291
C -0.420 2.912 -0.821  1.741
C 0.624 3.968 -1.112  -2.424
H 0.256 2.030 -3.665  0.349
H -0.485 3.599 -3.403  0.503
H -1.463 2.257 -3.968  0.487
H -3.292 0.450 -3.063  0.402
H -2.340 -0.854 -2.344  0.406
H -1.614 0.187 -3.535  0.414
H -2.691 -1.240 0.135  0.142
H -3.903 -0.390 -0.808  0.501
H -3.775 -0.090 0.916  0.496
H -2.947 1.946 2.524  0.422
H -1.277 1.543 2.902  0.399
H -2.364 0.294 2.365  0.188
H 0.729 3.133 1.968  0.287
H -0.909 3.546 2.469  0.491
H -0.079 4.532 1.282  0.515
H 0.180 4.961 -1.241  0.362
H 1.186 3.736 -2.014  0.429
H 1.353 4.036 -0.306  0.472
C -1.100 -1.065 4.982  -0.415
C 0.089 -0.611 4.429  -0.744
C 0.414 -0.944 3.121  -0.408
C -0.447 -1.740 2.380  0.005
C -1.633 -2.204 2.923  -0.304
C -1.958 -1.861 4.226  -0.524
N -0.030 -2.010 1.027  0.622
N -0.556 -3.007 0.523  -0.608
C -0.241 -3.314 -0.852  0.884
C -0.518 -4.650 -1.154  -0.477
C -0.328 -5.111 -2.442  -0.537
C 0.099 -4.210 -3.414  -0.526
C 0.344 -2.884 -3.079  -0.586
C 0.190 -2.352 -1.784  -0.859
H -1.361 -0.801 5.999  0.381
H 0.766 0.003 5.008  0.424
H 1.346 -0.601 2.681  0.542
H -2.291 -2.815 2.318  0.444
H -2.889 -2.210 4.654  0.366
H -0.869 -5.312 -0.369  0.399
H -0.520 -6.147 -2.691  0.352
H 0.236 -4.548 -4.436  0.360
H 0.677 -2.228 -3.882  0.326
O 8.946 0.497 -0.289  -0.646
C 7.738 0.580 -0.336  0.575
S 6.802 0.585 -1.827  -0.207
C 5.193 0.633 -1.114  0.082
C 5.138 0.618 0.233  -0.091
S 3.726 0.666 1.296  -0.621
S 6.685 0.553 1.074  -0.209
S 3.878 0.705 -2.294  -0.612

3.
DFT (ωB97M-V with the def2-TZVPD basis set) results for C27H27CrN9O3S5 as an isolated structure.

Energy relative to the best compared isomer or geometry (same formula, charge and spin) in kJ/mol: 254.1
Expectation value of S²: 3.80
2S+1: 4
LUMO energy (spin up / spin down) in eV: -3.84 / -3.73
E_tot in Ha: -4798.84131
Net charge: +1

Last column: Mulliken charge in e.
Atoms and positions in Å:
Cr -0.011 -0.148 -0.645  0.004
N 2.554 -1.756 0.518  -0.412
N 1.693 -2.646 -0.130  -0.348
C 0.574 -2.217 -0.695  0.422
N -0.192 -3.170 -1.213  -0.243
S -1.487 -0.960 0.972  -0.437
H 3.490 -1.861 0.145  0.251
H 2.561 -1.964 1.511  0.287
H 1.905 -3.637 -0.073  0.194
H 0.005 -4.157 -1.108  0.204
H -1.065 -2.934 -1.655  0.158
N -4.991 5.194 2.907  -0.509
C -4.273 4.615 1.894  1.128
C -4.461 3.260 1.579  -0.893
C -3.722 2.671 0.579  -0.390
C -2.777 3.425 -0.118  -0.407
C -2.569 4.766 0.190  -0.294
C -3.316 5.356 1.187  -0.843
S -1.836 2.653 -1.347  1.422
O -1.114 3.631 -2.104  -0.762
O -2.654 1.683 -2.028  -0.786
N -0.760 1.706 -0.523  0.288
C 0.242 2.171 0.260  0.180
N 0.414 3.416 0.686  -0.381
C 1.490 3.616 1.434  -0.285
C 2.413 2.619 1.751  -0.811
C 2.156 1.359 1.269  -0.150
N 1.060 1.123 0.551  0.456
H -5.806 4.722 3.255  0.221
H -5.001 6.196 2.983  0.213
H -5.194 2.680 2.126  0.329
H -3.873 1.629 0.326  0.491
H -1.825 5.329 -0.356  0.492
H -3.165 6.401 1.432  0.303
H 1.630 4.627 1.800  0.478
H 3.289 2.823 2.346  0.410
H 2.808 0.520 1.459  0.417
C 1.945 0.438 -4.456  -1.835
C 0.944 0.002 -3.446  0.938
O 1.120 0.303 -2.259  -0.377
C -0.239 -0.789 -3.834  1.470
C -1.354 -0.800 -2.996  -0.545
C -2.477 -1.542 -3.301  -0.580
C -2.478 -2.312 -4.461  -0.519
C -1.378 -2.307 -5.310  -0.768
C -0.266 -1.534 -5.009  -0.786
H 2.674 1.094 -3.991  0.395
H 1.445 0.951 -5.279  0.421
H 2.453 -0.435 -4.872  0.399
H -1.439 -0.100 -2.164  0.533
H -3.349 -1.487 -2.663  0.484
H -3.350 -2.900 -4.715  0.442
H -1.393 -2.894 -6.217  0.426
H 0.581 -1.527 -5.683  0.416
S -6.158 -1.654 4.917  -0.350
C -4.736 -0.906 4.576  0.226
S -4.126 -0.931 2.940  -0.002
C -2.731 -0.047 3.448  0.155
N -2.697 0.240 4.693  -0.694
N -3.826 -0.221 5.339  0.571
C -3.847 0.047 6.757  0.853
C -2.687 0.553 7.342  -0.351
C -2.662 0.825 8.698  -0.546
C -3.782 0.602 9.488  -0.504
C -4.930 0.108 8.896  -0.677
C -4.976 -0.171 7.536  -0.461
S -1.506 0.585 2.373  0.165
H -1.812 0.731 6.738  0.406
H -1.754 1.217 9.139  0.354
H -3.758 0.815 10.548  0.387
H -5.818 -0.067 9.491  0.368
H -5.883 -0.547 7.099  0.189

4.
DFT (ωB97M-V with the def2-TZVPD basis set) results for C27H27N8O3PRu as an isolated structure.

Energy relative to the best compared isomer or geometry (same formula, charge and spin) in kJ/mol: 85.5
Expectation value of S²: 0.76
2S+1: 2
LUMO energy (spin up / spin down) in eV: -2.71 / -2.74
E_tot in Ha: -2144.88243
Net charge: +1

Last column: Mulliken charge in e.
Atoms and positions in Å:
Ru 0.411 0.251 0.049  0.157
C -1.135 1.877 5.035  -0.828
N -0.488 1.102 3.983  0.148
C 0.191 -0.072 4.167  -0.594
C 0.653 -0.452 2.944  -1.123
N 0.264 0.483 2.033  1.525
C -0.432 1.419 2.669  -0.228
P -1.140 2.938 1.943  -0.323
C -2.189 2.279 0.612  0.070
N -1.756 1.587 -0.425  0.338
C -2.843 1.329 -1.201  -0.910
C -3.954 1.880 -0.622  -0.237
N -3.534 2.481 0.528  0.211
C -4.380 3.193 1.475  -0.855
C 0.299 3.249 0.892  -0.271
N 0.822 2.320 0.111  0.925
C 1.832 2.910 -0.599  -1.117
C 1.904 4.222 -0.240  -0.322
N 0.934 4.425 0.704  0.175
C 0.621 5.695 1.348  -0.806
H -1.033 1.333 5.969  0.331
H -0.662 2.851 5.138  0.339
H -2.192 2.006 4.817  0.298
H 0.285 -0.529 5.136  0.463
H 1.219 -1.321 2.657  0.612
H -2.775 0.752 -2.108  0.484
H -4.986 1.892 -0.927  0.473
H -5.391 3.221 1.078  0.335
H -4.397 2.684 2.436  0.319
H -4.029 4.214 1.611  0.329
H 2.434 2.359 -1.300  0.513
H 2.556 5.013 -0.566  0.475
H 1.404 6.406 1.100  0.329
H -0.333 6.081 0.993  0.316
H 0.586 5.571 2.427  0.338
C 4.497 1.188 1.561  -0.522
O 5.187 0.267 0.728  -0.508
C 4.595 -0.408 -0.296  0.251
C 5.476 -1.084 -1.122  -0.635
C 5.040 -1.835 -2.210  -0.757
C 3.692 -1.924 -2.468  -0.882
C 2.776 -1.269 -1.635  0.557
C 1.377 -1.585 -1.843  -0.444
N 0.477 -1.528 -0.912  0.293
N -0.693 -2.238 -1.111  -1.063
C -1.589 -1.788 -0.270  0.253
O -1.385 -0.762 0.484  -0.486
C -2.901 -2.470 -0.183  0.480
C -3.937 -1.869 0.527  -0.143
C -5.172 -2.492 0.613  -0.824
C -5.377 -3.716 -0.008  -0.364
C -4.344 -4.318 -0.716  -0.710
C -3.109 -3.698 -0.805  -0.309
C 3.209 -0.467 -0.562  0.983
O 2.372 0.274 0.163  -0.524
H 3.737 0.698 2.168  0.180
H 4.030 1.986 0.982  0.179
H 5.267 1.607 2.205  0.370
H 6.531 -0.996 -0.895  0.474
H 5.755 -2.346 -2.838  0.392
H 3.325 -2.526 -3.290  0.393
H 1.126 -2.039 -2.797  0.453
H -3.758 -0.916 1.006  0.358
H -5.977 -2.024 1.165  0.393
H -6.341 -4.203 0.061  0.396
H -4.503 -5.274 -1.197  0.405
H -2.296 -4.155 -1.353  0.472